This record from the Open Molecules 2025 dataset describes a molecular structure, C30H47N12P2SiSn. The level of theory is the ωB97M-V functional and the def2-TZVPD basis.

Atoms and positions in Å:
Sn (-0.15, 0.67, -0.52)
P (-2.25, 3.25, -0.11)
P (0.23, 1.74, 1.93)
Si (-1.87, -2.07, -0.04)
N (5.08, 2.00, -1.21)
N (0.58, 2.57, -1.16)
N (0.95, -1.33, -0.40)
N (-0.08, -0.57, -4.53)
N (0.86, 3.43, -0.17)
N (0.57, 0.57, -4.80)
N (1.88, 4.15, -1.93)
N (1.61, 4.36, -0.63)
N (1.24, 2.41, -3.44)
N (2.91, 1.21, -0.35)
N (0.08, 0.46, -2.67)
N (-0.38, -0.66, -3.29)
C (1.24, 3.03, -2.23)
C (0.65, 1.19, -3.64)
C (-4.64, -4.97, -1.09)
C (-3.83, -4.12, -0.36)
C (2.22, -2.77, 1.28)
C (-2.08, -0.27, -0.47)
C (-1.18, 2.82, 2.41)
C (-1.34, -3.14, 2.57)
C (6.33, 1.67, -0.55)
C (3.04, -3.25, 0.07)
C (-4.59, -4.95, -2.48)
C (-3.73, -4.07, -3.13)
C (-2.96, -3.24, -0.99)
C (-0.08, -2.40, -0.63)
C (5.10, 2.91, -2.35)
C (0.06, 0.50, 3.25)
C (-4.05, 3.13, 0.25)
C (-2.92, -3.22, -2.39)
C (3.94, 1.57, -0.75)
C (-1.63, 3.94, 1.49)
C (-3.14, -1.57, 2.46)
C (3.35, -2.07, -0.82)
C (-2.54, -2.57, 4.57)
C (2.09, -1.45, -1.40)
C (-2.12, -2.27, 1.81)
C (-3.35, -1.72, 3.83)
C (1.76, 2.59, 2.43)
C (-1.54, -3.29, 3.94)
C (-2.17, 4.71, -1.20)
C (1.48, -1.46, 0.99)
H (3.92, -1.31, -0.27)
H (5.54, 3.86, -2.06)
H (0.33, -3.35, -0.31)
H (1.63, 2.89, -4.24)
H (-2.64, 4.48, -2.15)
H (-2.00, 2.12, 2.60)
H (-0.13, 1.02, 4.19)
H (6.14, 1.01, 0.30)
H (0.98, -0.07, 3.37)
H (-0.57, -3.73, 2.09)
H (-0.80, 4.61, 1.28)
H (2.89, -2.56, 2.12)
H (1.71, -2.05, -2.22)
H (-2.26, -2.54, -2.92)
H (-2.42, -0.15, -1.50)
H (2.62, 2.12, 1.95)
H (4.09, 3.08, -2.69)
H (-3.88, -4.15, 0.73)
H (2.48, -3.99, -0.50)
H (1.73, 3.63, 2.14)
H (-0.89, 3.20, 3.40)
H (-2.71, -2.68, 5.63)
H (-1.13, 4.96, -1.38)
H (-0.21, -2.47, -1.72)
H (2.30, -0.46, -1.78)
H (-2.41, 4.53, 1.99)
H (-0.92, -3.97, 4.51)
H (1.85, 2.49, 3.51)
H (6.82, 2.58, -0.19)
H (3.98, -2.37, -1.66)
H (-5.22, -5.61, -3.05)
H (-4.47, 4.09, 0.54)
H (-0.76, -0.20, 3.08)
H (7.00, 1.16, -1.24)
H (1.54, -3.54, 1.63)
H (3.95, -3.76, 0.40)
H (-4.22, 2.42, 1.05)
H (-5.31, -5.65, -0.59)
H (-2.67, 5.58, -0.76)
H (-4.16, -1.18, 4.31)
H (-3.69, -4.05, -4.21)
H (-2.77, 0.28, 0.17)
H (-4.58, 2.77, -0.63)
H (-3.79, -0.91, 1.90)
H (2.14, -0.61, 1.15)
H (5.68, 2.47, -3.17)
H (0.62, -1.37, 1.66)

Energy above the lowest of the compared OMol25 structures with the same formula, charge and spin in eV: 1.035
Charge: +1
Spin multiplicity: 1
Lowest unoccupied orbital energy in eV: -2.628
Orbital gap in eV: 8.43
HOMO in eV: -11.06

=====

This record from the Open Molecules 2025 dataset describes C30H46O3 in the gas phase. The level of theory is the ωB97M-V functional and the def2-TZVPD basis.

Atoms and positions in Å:
O (-1.07, -3.34, 1.88)
O (5.80, -1.35, -1.30)
O (0.04, -4.36, 0.25)
C (3.14, 0.50, 0.17)
C (-1.52, 2.80, 1.53)
C (-0.98, -3.85, 0.63)
C (-4.23, -0.67, 0.76)
C (-2.46, 1.59, 1.52)
C (1.72, 2.38, 0.99)
C (2.31, -1.04, -1.59)
C (2.78, 1.36, 1.39)
C (4.70, -1.22, -0.82)
C (5.64, 0.62, 0.54)
C (4.44, -0.32, 0.39)
C (3.51, -1.96, -1.36)
C (1.90, -0.27, -0.33)
C (-2.26, -4.72, -1.31)
C (-2.22, -3.75, -0.17)
C (-3.66, -0.35, -1.67)
C (-1.05, 1.65, -2.03)
C (-1.76, 2.09, -0.75)
C (-0.20, 4.06, -0.22)
C (-3.21, -2.88, 0.06)
C (4.41, -1.24, 1.62)
C (-0.71, 2.69, 0.23)
C (0.45, 1.68, 0.49)
C (0.12, 0.76, -1.78)
C (-3.71, 0.33, -0.30)
C (0.81, 0.76, -0.65)
C (-3.31, -1.84, 1.12)
C (-2.85, 3.09, -1.15)
C (1.26, -1.25, 0.66)
C (-2.37, 0.95, 0.11)
H (-0.71, 2.55, -2.56)
H (-2.08, 3.73, 1.55)
H (-2.44, 3.92, -1.72)
H (-1.33, -4.66, -1.87)
H (-3.59, 0.38, -2.47)
H (3.38, 1.20, -0.64)
H (2.13, 3.02, 0.21)
H (-1.03, 4.73, -0.42)
H (3.25, -2.75, -0.66)
H (5.63, 1.39, -0.23)
H (-5.18, -1.07, 0.41)
H (-0.23, -3.47, 2.34)
H (3.80, -2.44, -2.30)
H (0.22, -1.40, 0.38)
H (1.48, 3.01, 1.86)
H (-3.37, 3.49, -0.29)
H (-3.10, -4.51, -1.97)
H (-1.63, 0.14, 0.12)
H (-4.56, -0.93, -1.84)
H (1.48, -1.66, -1.94)
H (0.40, 3.97, -1.12)
H (0.40, 4.52, 0.55)
H (-2.80, -1.02, -1.74)
H (2.57, -0.33, -2.38)
H (2.42, 0.75, 2.21)
H (-3.72, -2.32, 2.01)
H (4.28, -0.66, 2.52)
H (3.62, -1.98, 1.57)
H (-2.20, 0.87, 2.29)
H (-3.58, 2.60, -1.79)
H (-0.87, 2.80, 2.41)
H (-2.32, -1.47, 1.40)
H (5.37, -1.77, 1.69)
H (3.67, 1.90, 1.73)
H (1.74, -2.23, 0.63)
H (1.29, -0.89, 1.68)
H (-4.46, 1.12, -0.35)
H (-1.73, 1.15, -2.71)
H (-2.35, -5.74, -0.93)
H (5.65, 1.10, 1.52)
H (0.37, 0.10, -2.59)
H (-3.48, 1.91, 1.71)
H (6.56, 0.05, 0.43)
H (-4.07, -2.94, -0.59)
H (-4.44, -0.12, 1.68)
H (0.12, 1.04, 1.31)

Energy above the lowest of the compared OMol25 structures with the same formula, charge and spin in eV: 0.539
Spin multiplicity: 1
Lowest unoccupied orbital energy in eV: 0.525
Orbital gap in eV: 9.49
HOMO in eV: -8.96

=====

This record from the Open Molecules 2025 dataset describes 2 unconnected molecules or ions with the total composition C4H9O3. The level of theory is the ωB97M-V functional and the def2-TZVPD basis.

Atoms and positions in Å:
O (2.45, -1.29, 2.18)
O (0.31, 0.26, -2.12)
O (-0.59, 1.57, -0.68)
C (-2.56, -0.15, 0.19)
C (2.21, 0.10, 1.83)
C (-0.57, 0.46, -1.28)
C (-1.58, -0.62, -0.90)
H (1.24, 0.11, 1.33)
H (2.98, 0.46, 1.16)
H (-3.61, -0.19, -0.07)
H (-2.11, -0.91, -1.81)
H (3.23, -1.52, 1.66)
H (-2.45, -0.77, 1.08)
H (-2.31, 0.87, 0.49)
H (2.12, 0.65, 2.78)
H (-1.07, -1.52, -0.57)

Energy above the lowest of the compared OMol25 structures with the same formula, charge and spin in eV: 0.461
Spin multiplicity: 2
Lowest unoccupied orbital energy (spin up / spin down) in eV: 0.803 / -3.293
Orbital gap (spin up / spin down) in eV: 11.17 / 7.07
HOMO (spin up / spin down) in eV: -10.37 / -10.36

=====

This record from the Open Molecules 2025 dataset describes C13H34NO2PSSi2 in the gas phase. The level of theory is the ωB97M-V functional and the def2-TZVPD basis.

Atoms and positions in Å:
S (2.45, -4.18, -0.55)
P (1.83, -2.69, -1.64)
Si (2.63, -0.62, -1.07)
Si (0.01, 0.50, -0.03)
O (1.46, 0.47, -0.86)
O (3.47, -0.90, 0.30)
N (0.57, 3.25, 0.19)
C (-4.36, -1.68, 2.51)
C (4.30, 0.11, 0.89)
C (-3.13, -1.38, 1.64)
C (1.33, 4.16, 1.04)
C (-2.08, -0.22, -3.64)
C (-2.04, -2.44, 1.77)
C (-0.83, -2.21, 0.87)
C (-1.38, 0.43, -1.29)
C (-0.44, 1.68, -3.27)
C (-0.95, 0.32, -2.77)
C (3.85, 0.41, 2.32)
C (-0.05, -0.91, 1.20)
C (-0.02, 2.12, 0.94)
H (-4.07, -2.26, 3.40)
H (-1.05, 2.33, 1.25)
H (4.28, 1.02, 0.27)
H (-1.96, 1.35, -1.18)
H (0.97, -1.16, 1.50)
H (-1.17, -2.22, -0.17)
H (-0.14, -3.05, 0.97)
H (-0.49, -0.43, 2.09)
H (0.79, 4.52, 1.93)
H (0.43, -2.55, -1.79)
H (2.85, 0.01, 2.47)
H (-0.11, -0.38, -2.84)
H (3.83, 1.48, 2.52)
H (0.53, 1.97, 1.87)
H (-4.85, -0.77, 2.86)
H (2.16, -2.72, -3.01)
H (-3.01, 0.33, -3.46)
H (-5.11, -2.27, 1.98)
H (-1.84, -0.13, -4.71)
H (-0.19, 3.77, -0.24)
H (0.44, 2.00, -2.72)
H (-2.28, -1.27, -3.44)
H (1.63, 5.03, 0.44)
H (-1.72, -2.50, 2.82)
H (-2.06, -0.39, -1.04)
H (2.25, 3.67, 1.38)
H (3.50, -0.17, -2.18)
H (-1.22, 2.44, -3.13)
H (-0.19, 1.64, -4.34)
H (-2.73, -0.40, 1.89)
H (-3.44, -1.33, 0.59)
H (5.32, -0.28, 0.87)
H (4.51, -0.06, 3.06)
H (-2.47, -3.42, 1.53)

Spin multiplicity: 1
Lowest unoccupied orbital energy in eV: 0.703
Orbital gap in eV: 8.94
HOMO in eV: -8.24

=====

This record from the Open Molecules 2025 dataset describes a molecular structure, C10H10Br2MnN4O2S. The level of theory is the ωB97M-V functional and the def2-TZVPD basis.

Atoms and positions in Å:
Br (-2.15, -1.21, -0.38)
Br (1.04, 4.59, 1.66)
Mn (-0.34, 0.29, -0.24)
S (2.06, -0.18, -0.20)
O (-0.52, 2.17, 0.59)
O (-0.32, 1.90, -1.56)
N (-0.16, -0.05, 1.95)
N (3.27, -0.04, 2.26)
N (1.16, -0.06, 2.38)
N (2.98, 0.04, 3.60)
C (-1.09, 4.60, -1.94)
C (0.86, 0.12, 4.87)
C (-0.42, 2.67, -0.57)
C (2.19, -0.09, 1.48)
C (0.08, 5.07, 0.10)
C (-0.02, 6.43, -0.16)
C (-0.67, 6.87, -1.30)
C (1.69, 0.03, 3.65)
C (-0.46, 4.14, -0.78)
C (-1.21, 5.96, -2.20)
H (-0.76, 7.94, -1.49)
H (-1.71, 6.30, -3.09)
H (0.24, 1.01, 4.86)
H (-0.67, -0.86, 2.29)
H (-0.61, 0.83, 2.19)
H (0.20, -0.75, 4.97)
H (1.52, 0.16, 5.73)
H (0.41, 7.14, 0.54)
H (-1.48, 3.87, -2.63)
H (4.22, -0.03, 1.94)

Spin multiplicity: 2
Lowest unoccupied orbital energy (spin up / spin down) in eV: 0.188 / 0.183
Orbital gap (spin up / spin down) in eV: 8.57 / 8.15
HOMO (spin up / spin down) in eV: -8.38 / -7.97

=====

This record from the Open Molecules 2025 dataset describes 2 unconnected molecules or ions with the total composition C12H17N. The level of theory is the ωB97M-V functional and the def2-TZVPD basis.

Atoms and positions in Å:
N (-0.39, 1.91, 0.93)
C (1.76, -1.97, 0.38)
C (-2.27, 1.03, 1.91)
C (1.50, 2.15, -0.78)
C (1.27, 1.08, 2.39)
C (-0.92, -0.67, -2.19)
C (-1.30, 1.10, 2.88)
C (-1.70, 1.48, 0.59)
C (0.51, -0.72, -1.55)
C (0.00, 1.41, 2.22)
C (0.70, 2.16, 0.21)
C (-2.38, 1.63, -0.57)
C (0.44, -1.51, -0.20)
H (-0.24, -2.40, -0.25)
H (2.19, -2.69, -0.33)
H (2.55, -1.18, 0.62)
H (-0.12, -0.75, 0.53)
H (-3.25, 0.89, 2.13)
H (-0.98, -0.01, -3.11)
H (-2.14, 2.08, -1.47)
H (0.95, -1.49, -2.18)
H (-1.37, 0.75, 3.83)
H (-1.10, -1.68, -2.66)
H (2.05, 1.13, 1.65)
H (2.37, 2.36, -1.32)
H (0.96, 0.05, -1.33)
H (1.62, -2.42, 1.27)
H (1.61, 0.80, 3.45)
H (-3.36, 1.24, -0.51)
H (-1.54, -0.20, -1.44)

Energy above the lowest of the compared OMol25 structures with the same formula, charge and spin in eV: 7.337
Spin multiplicity: 1
Lowest unoccupied orbital energy in eV: 0.134
Orbital gap in eV: 8.03
HOMO in eV: -7.90

=====

Number 1: strongest force on any atom 0.61 eV/Å. Number 2: strongest force on any atom 0.61 eV/Å. Number 3: strongest force on any atom 2.22 eV/Å. Number 4: strongest force on any atom 0.31 eV/Å. Number 5: strongest force on any atom 1.24 eV/Å. Number 6: strongest force on any atom 12.84 eV/Å.